No. 1
Entry from OMol25: a structure of composition C9H11Br3N2 in a non-equilibrium geometry (wB97M-V/def2-TZVPD).

Values from the calculation:
HOMO-LUMO gap (alpha / beta) (eV): 6.38 / 2.02
F_max (eV Å⁻¹): 6.32
Molecular weight (g mol⁻¹): 386.91
E_HOMO (alpha / beta) (eV): -9.889 / -9.888
Total charge: +1
Multiplicity: 2

Each line ends with the Mulliken charge.
Atoms and positions in Å:
H -14.2645 -9.4970 -15.7817  0.37
C -5.5947 -14.2087 -15.2205  -0.16
H -14.2577 -13.3007 -13.8615  0.21
H -5.0719 -13.4627 -13.2555  0.41
C -14.1551 -10.3397 -15.1152  -0.20
H -6.9380 -15.0807 -16.6720  0.26
N -6.8157 -14.6963 -15.7461  -0.02
Br -12.6824 -15.7305 -11.0954  -0.01
H -4.7217 -14.1265 -15.8510  0.41
C -7.6980 -14.8028 -14.7303  -0.29
N -14.0854 -12.3297 -14.0795  0.02
Br -10.3579 -16.7390 -13.1597  -0.03
C -14.7944 -11.5934 -15.0619  -0.63
H -7.4313 -14.2567 -12.6081  0.42
C -7.0892 -14.3632 -13.6269  0.25
H -12.5468 -11.7596 -12.6653  0.37
H -12.6244 -9.3276 -13.9205  0.38
H -10.1462 -15.8881 -10.8242  0.43
H -8.7151 -15.1633 -14.7759  0.28
C -5.8200 -13.8806 -13.9128  -0.59
C -13.2426 -10.2036 -14.0496  -0.44
C -13.2565 -11.4511 -13.4186  -0.46
H -15.4919 -12.0660 -15.7375  0.35
Br -10.3806 -13.6991 -12.0966  -0.02
C -10.8006 -15.5933 -11.6445  -0.28

---

No. 2
Entry from OMol25: a cluster of 2 separate species, C9H11BrSi in total in a non-equilibrium geometry (wB97M-V/def2-TZVPD).

Values from the calculation:
HOMO-LUMO gap (alpha / beta) (eV): 7.86 / 7.86
ΔE to the lowest compared entry with this formula, charge and spin (eV): 2.514
F_max (eV Å⁻¹): 5.60
Molecular weight (g mol⁻¹): 227.18
E_HOMO (alpha / beta) (eV): -8.163 / -8.165
Total charge: 0

Each line ends with the Mulliken charge.
Atoms and positions in Å:
C -1.0651 -0.2085 -0.1703  1.23
C 0.2101 0.3295 -0.6058  -0.25
H -2.6096 -2.8609 1.1665  0.45
C -1.1715 -1.4261 0.4600  -0.43
H -4.3912 0.4479 -0.4332  0.35
Si 2.9689 0.3191 -1.0135  0.43
C -3.5744 -1.2164 0.4777  -0.35
H 2.7830 2.9012 0.4749  0.31
H 3.3065 0.2332 -2.4729  -0.12
C -2.4560 -1.9470 0.7221  -0.55
C 3.5371 2.2388 0.8205  -1.02
H 0.2603 1.3602 -0.8825  0.29
C -3.4474 0.0306 -0.1184  -0.38
Br 4.7376 -0.8358 -0.0832  -0.29
H 4.5360 2.4459 0.9050  0.33
C -2.2287 0.4865 -0.5275  -0.58
H 1.3471 -1.3420 -0.0805  0.22
H -0.2521 -2.0883 0.4760  0.11
H -4.6154 -1.6741 0.7324  0.25
H -2.2586 1.6003 -0.8916  0.18
C 1.3262 -0.3497 -0.4838  -0.51
H 3.0573 1.5559 1.5282  0.32

---

No. 3
Entry from OMol25: a cluster of 2 separate species, C9H11Cl2NO2 in total in a non-equilibrium geometry (wB97M-V/def2-TZVPD).

Values from the calculation:
HOMO-LUMO gap (eV): 9.81
ΔE to the lowest compared entry with this formula, charge and spin (eV): 1.025
F_max (eV Å⁻¹): 3.85
SMILES string: ClC1=CCC=C(Cl)C1.[H]/N=C\CC(=O)O
Molecular weight (g mol⁻¹): 236.10
E_HOMO (eV): -9.283
Total charge: 0

Each line ends with the Mulliken charge.
Atoms and positions in Å:
O -2.2326 1.1981 -1.9402  -0.48
H 0.1435 1.5321 -0.8490  0.26
N -0.5775 -0.9464 1.3972  -0.50
H 3.2758 -1.6054 1.0916  0.43
C 2.0895 1.2846 0.1539  0.44
H 1.4021 1.4699 -1.9967  0.39
C 2.6154 0.4087 1.0067  -0.69
O -3.4498 -0.5932 -1.4646  -0.41
C 1.5375 -1.4083 -0.2789  -0.70
H 1.3080 -2.3596 -0.4742  0.49
H 1.7333 -1.3202 1.8022  0.43
Cl 2.5391 2.9802 0.2575  -0.23
H 0.1499 -0.2317 1.5940  0.23
H -2.5000 -1.4426 0.7455  0.19
C -1.7048 -0.6610 0.8451  0.06
H -3.1926 0.9680 0.9313  0.37
C -2.3710 0.6261 0.3013  -0.56
H -1.6543 1.4664 0.4740  0.22
C 0.9738 -0.4683 -1.0094  0.38
C 1.0819 1.0535 -1.0091  -0.71
C 2.2861 -1.0445 0.9082  -0.75
Cl -0.1509 -0.9977 -2.3396  -0.20
H 3.0915 0.8171 1.8210  0.46
C -2.7199 0.4596 -1.1601  0.59
H -3.6742 -1.1858 -0.8077  0.30

---

No. 4
Entry from OMol25: an isolated molecule of C9H11ClN2 in a non-equilibrium geometry (wB97M-V/def2-TZVPD).

Values from the calculation:
HOMO-LUMO gap (eV): 8.78
ΔE to the lowest compared entry with this formula, charge and spin (eV): 2.708
F_max (eV Å⁻¹): 4.99
SMILES string: C=CN(C)c1cnccc1CCl
Molecular weight (g mol⁻¹): 182.65
E_HOMO (eV): -8.113
Total charge: 0

Each line ends with the Mulliken charge.
Atoms and positions in Å:
N -0.4221 2.8618 -0.1400  -0.65
H 1.8382 -2.3025 0.2818  0.44
H 1.5919 2.2344 0.1498  0.33
H -1.1191 -1.7083 1.1329  0.33
H -1.0316 -1.8327 -0.6704  0.22
C 1.0402 -1.6377 -0.0966  -0.27
C -1.2094 0.2195 0.0675  0.68
H 0.1667 -0.7980 -1.7616  0.37
H -2.1080 3.3464 -0.9146  0.41
C 2.2627 -0.0066 1.2295  -1.63
Cl -3.3154 -1.6475 0.1716  -0.23
H 2.1344 0.8622 1.7044  0.61
H 2.4978 -0.7602 1.9850  0.39
C -1.6077 -1.2077 0.2464  -0.05
C 0.1913 0.5122 0.1738  0.20
H 0.8106 -2.6323 -2.0464  0.39
C -1.6580 2.5293 -0.3959  -0.42
N 1.0719 -0.4513 0.5836  0.25
C 0.5957 -1.8064 -1.4167  -1.19
C 0.4745 1.9223 0.1212  -0.44
C -2.1356 1.2737 -0.2898  -0.61
H 3.0001 0.1268 0.5641  0.52
H -3.0693 0.9027 -0.6798  0.35

---

No. 5
Entry from OMol25: an isolated molecule of C9H11ClN2O in a non-equilibrium geometry (wB97M-V/def2-TZVPD).

Values from the calculation:
HOMO-LUMO gap (eV): 9.46
ΔE to the lowest compared entry with this formula, charge and spin (eV): 4.409
F_max (eV Å⁻¹): 6.10
SMILES string: Clc1cncc(O[C@@H]2CCNC2)c1
Molecular weight (g mol⁻¹): 198.65
E_HOMO (eV): -8.723
Total charge: 0

Each line ends with the Mulliken charge.
Atoms and positions in Å:
H 3.3592 1.6618 -1.0553  0.26
O 0.2426 -1.5771 -0.1826  -0.42
C -2.7683 0.5184 -0.1162  0.18
H -0.7086 0.9932 -0.7352  0.16
Cl -3.3496 2.1929 -0.0884  -0.22
H 2.0780 -0.3702 1.9532  0.34
C 1.4108 0.1815 1.2222  -0.51
H 1.1092 2.2066 0.1136  0.29
H 2.1084 -1.6230 0.4328  0.43
C 1.4064 -0.8627 0.0933  -0.15
C -1.0138 -1.1083 -0.1166  0.52
N -3.3035 -1.7940 0.1016  -0.54
H -4.8482 -0.1662 -0.2039  0.26
N 2.9453 1.0131 -0.4133  -0.54
H 2.4138 -0.5792 -2.0911  0.29
H 1.2548 0.7678 -1.3959  0.33
C 2.0818 0.0358 -1.1050  -0.66
H 2.2777 2.1995 1.2108  0.43
C -2.0909 -2.0710 0.0112  -0.28
H 0.4772 0.3483 1.8778  0.31
C -3.7582 -0.5156 -0.0303  -0.24
H -1.7390 -3.1495 0.2144  0.29
C -1.4065 0.2041 -0.2680  -0.01
C 1.8214 1.4937 0.5710  -0.50

---

No. 6
Entry from OMol25: the ion C9H11ClN3 with charge +1 in a non-equilibrium geometry (wB97M-V/def2-TZVPD).

Values from the calculation:
HOMO-LUMO gap (alpha / beta) (eV): 5.71 / 5.77
ΔE to the lowest compared entry with this formula, charge and spin (eV): 1.267
F_max (eV Å⁻¹): 3.61
Molecular weight (g mol⁻¹): 196.66
E_HOMO (alpha / beta) (eV): -10.447 / -10.458
Total charge: +1

Each line ends with the Mulliken charge.
Atoms and positions in Å:
C -2.3946 -0.1090 0.5315  -0.22
C -4.7773 -0.0063 0.1435  0.08
N 0.3952 0.8239 0.0285  0.03
H 2.2990 0.8923 0.6538  0.36
H 0.4036 -1.4774 -2.2171  0.49
N -4.4523 1.1716 -0.5147  -0.22
H -3.6878 -1.7074 1.2124  0.27
Cl -6.3641 -0.4929 0.0722  -0.13
H -0.4592 2.4738 -0.8010  0.43
C -3.6196 -0.6554 0.6495  -0.29
C -0.7111 1.5652 -0.3172  -0.99
C 1.4509 1.5363 0.6374  -1.08
H -0.8673 -1.8296 -0.9901  0.40
H 1.1775 1.7415 1.7321  0.33
C -3.3119 1.4984 -0.6194  0.08
H -1.6742 -0.5241 1.1301  0.68
N 1.7298 -1.0921 -0.0044  -0.41
C -2.0385 1.1148 -0.2209  0.40
C -0.2788 -1.0799 -1.4348  -1.36
H 2.3487 -0.6690 0.6575  0.09
H 1.4744 2.5536 0.0386  0.32
C 0.6491 -0.3982 -0.4062  1.13
H 1.9743 -2.0915 -0.2894  0.27
H -0.8221 -0.2882 -1.9555  0.34

---

No. 7
Entry from OMol25: an isolated molecule of C9H11ClNP in a non-equilibrium geometry (wB97M-V/def2-TZVPD).

Values from the calculation:
HOMO-LUMO gap (alpha / beta) (eV): 7.99 / 7.91
ΔE to the lowest compared entry with this formula, charge and spin (eV): 3.898
F_max (eV Å⁻¹): 4.11
Molecular weight (g mol⁻¹): 199.62
E_HOMO (alpha / beta) (eV): -7.895 / -8.067
Total charge: 0

Each line ends with the Mulliken charge.
Atoms and positions in Å:
H -2.7352 1.7477 0.0821  0.26
P -0.0561 2.2052 0.3743  0.11
Cl 1.5373 2.1913 1.6266  -0.25
H 0.8795 1.0567 -2.6951  0.44
H 0.4276 -1.2897 -2.2314  0.24
H -0.9060 1.4982 2.5746  0.34
H -0.8350 0.5502 -2.5587  0.44
N 0.0977 0.8285 -0.7248  0.12
C 1.4242 -2.6096 -0.8246  -0.69
C 0.8930 -0.6518 0.9346  -0.38
C 1.5898 -1.7388 1.3961  -0.82
H 2.2517 -3.6548 0.8576  0.48
C -2.7223 1.6190 1.1456  -0.92
C -1.3298 1.6022 1.5266  -0.19
C 1.8174 -2.8200 0.4832  -0.41
H -3.4162 0.8587 1.3944  0.35
H 1.8362 -1.8820 2.4870  0.30
H -0.3282 2.1318 -2.4017  0.40
C -0.0559 1.1421 -2.1888  -1.33
H 1.3570 -3.4600 -1.4788  0.33
H -3.1086 2.4854 1.7964  0.25
C 0.7865 -1.4468 -1.1859  -0.21
C 0.5954 -0.3635 -0.3894  1.16

---

No. 8
Entry from OMol25: a structure of composition C9H11EuN3S2 in a non-equilibrium geometry (wB97M-V/def2-TZVPD).

Values from the calculation:
HOMO-LUMO gap (alpha / beta) (eV): 6.91 / 4.67
ΔE to the lowest compared entry with this formula, charge and spin (eV): 0.000
F_max (eV Å⁻¹): 1.95
Molecular weight (g mol⁻¹): 377.31
E_HOMO (alpha / beta) (eV): -18.707 / -18.711
Total charge: +3
Multiplicity: 7

Each line ends with the Mulliken charge.
Atoms and positions in Å:
C 0.4103 0.4644 -0.8100  -0.80
N 0.4807 -3.0231 0.3655  -0.53
C -2.7869 1.7792 1.1637  -0.36
C 1.8277 -1.9681 -1.2807  -0.82
H 2.3418 -2.9052 -1.4403  0.47
H 0.6601 -3.8840 -0.1566  0.32
H -0.6827 2.2911 1.3372  0.14
H -0.1543 1.3777 -0.6778  0.45
C 2.1415 -0.8314 -2.0132  0.87
H -3.6185 1.6378 1.8446  0.48
C 0.7932 -1.8939 -0.3121  0.93
H -0.4890 -3.0605 0.6855  0.26
N 3.0930 -0.7972 -2.9797  -0.56
S -2.5200 0.1839 0.3080  0.34
C -0.9981 -0.5197 0.9785  -0.88
H -3.0527 2.4722 0.3743  0.43
H -1.4135 1.7789 2.8462  0.40
C 1.4469 0.4015 -1.8211  -0.50
N 1.8898 1.3324 -2.6601  -0.55
S 3.0550 0.6773 -3.5762  0.42
H -1.2193 -1.4877 1.4161  0.53
C 0.0996 -0.6309 -0.0668  0.62
Eu 2.7115 0.8312 0.5315  1.71
H -1.8126 3.3694 2.1979  0.40
C -1.5983 2.3413 1.9353  -1.01
H -0.6051 0.0635 1.8103  0.26

---

No. 9
Entry from OMol25: an isolated molecule of C9H11F2NO2S in a non-equilibrium geometry (wB97M-V/def2-TZVPD).

Values from the calculation:
HOMO-LUMO gap (alpha / beta) (eV): 5.79 / 6.67
F_max (eV Å⁻¹): 6.90
Molecular weight (g mol⁻¹): 235.25
E_HOMO (alpha / beta) (eV): -5.180 / -9.659
Total charge: 0
Multiplicity: 3

Each line ends with the Mulliken charge.
Atoms and positions in Å:
H 0.8029 -1.1897 -1.5299  0.24
C -1.9589 0.7610 -1.6461  -1.25
C 1.2159 -2.6288 0.1100  -0.65
H -2.0986 -0.3581 -1.7106  0.31
F 0.8937 1.0421 -1.6520  -0.46
H -1.3047 1.1747 -2.4464  0.32
H -1.8998 0.7736 0.4512  0.43
S 1.2424 2.4539 0.4398  1.12
C 0.8868 -0.4323 1.8208  -0.58
F -1.4252 2.6397 -0.2933  -0.37
H 1.3951 3.2316 -1.5695  0.31
O 0.7117 2.7956 1.7171  -0.63
C -1.2837 1.1882 -0.2655  0.17
H 1.3927 -3.6270 1.9465  0.40
H -2.9697 1.2588 -1.6670  0.38
C 1.1739 -2.7316 1.4642  -0.52
H 1.1798 -1.7025 3.4297  0.43
N 0.9816 3.5629 -0.6562  -0.50
O 2.5293 1.8773 0.2662  -0.64
H 1.5032 -3.4675 -0.5825  0.35
H 0.8561 0.3859 2.4514  0.56
C 1.1196 -1.6777 2.3586  -0.50
H 0.2007 4.0930 -0.4458  0.28
C 0.7382 -0.2912 0.4070  -0.16
C 0.2171 0.9816 -0.1885  1.14
C 0.8440 -1.3953 -0.4078  -0.18

---

No. 10
Entry from OMol25: a cluster of 2 separate species, C9H11F6O7P in total (wB97M-V/def2-TZVPD).

Values from the calculation:
HOMO-LUMO gap (eV): 9.29
F_max (eV Å⁻¹): 0.66
SMILES string: O=C(O)CCP(O)C(=O)C(F)(F)C(F)(F)C(F)(F)C(=O)O.CO
Molecular weight (g mol⁻¹): 376.14
E_HOMO (eV): -10.044
Total charge: 0

Each line ends with the Mulliken charge.
Atoms and positions in Å:
H -1.8425 -5.0399 -1.5856  0.26
C -0.6105 3.4129 -0.2337  -0.23
H -2.5363 -4.2470 -3.0086  0.22
H -1.5678 1.9247 -2.2391  0.34
C 1.9295 -1.8148 0.4628  0.08
H 0.9461 4.1386 1.1184  0.42
H -1.0953 2.4944 0.0933  0.08
O 1.0500 -2.1297 -0.4982  -0.33
O 0.4834 1.7052 2.9741  -0.51
P 1.7347 1.9523 0.6584  -0.05
F -1.7001 0.4184 2.0471  -0.30
O -0.1248 4.4027 -2.3458  -0.50
F -0.2931 -1.2153 3.4446  -0.28
F -0.6489 -0.0040 0.1676  -0.26
H -0.7912 -4.5394 -2.9346  0.26
C -0.1126 -1.2856 2.1046  0.23
C -0.7528 3.6003 -1.7257  0.43
O -1.5474 -2.9821 -1.7652  -0.44
H 1.3915 -1.7219 -1.3139  0.36
O 1.5349 1.0629 -0.7169  -0.42
C 0.5010 1.2515 1.8660  0.37
F 2.1589 -1.0396 2.6561  -0.24
F -0.9663 -2.2026 1.5910  -0.26
O -1.7534 2.8688 -2.3174  -0.51
H 0.6102 0.9155 -0.9419  0.32
C 1.3418 -1.7846 1.8889  0.93
H 1.4735 3.9624 -0.5343  0.45
O 3.0808 -1.6068 0.2857  -0.48
H -1.1587 4.2407 0.2198  0.39
H -0.7874 -2.9901 -1.1766  0.32
C 0.8549 3.5011 0.2374  -0.70
C -0.4888 0.0979 1.5268  0.91
C -1.6744 -4.2740 -2.3469  -0.60
F 1.3608 -3.0728 2.3419  -0.29